This record from the OMol25 dataset describes a cluster of 3 separate species, C45H45ClF2N2O9S3 in total in a non-equilibrium geometry. The level of theory is ωB97M-V with the def2-TZVPD basis set.

Values from the calculation:
HOMO level = -8.0 eV
Structure (SMILES) = C=Cc1c(CC)c(CC(=O)F)c2c(c1[C@@H](C)F)Sc1c(C)cc(CC(=O)O)c(CC(=O)Cl)c1N2CCCSC(=S)N1CCOCC1.O=C1C=CC(=O)C=C1.O=C1C=CC(=O)C=C1
Kohn-Sham gap = 0.22745 hartree

Geometry as XYZ:
```
107
C45H45ClF2N2O9S3 (ωB97M-V with the def2-TZVPD basis set)
Cl 1.60604 3.12220 3.97661
S -4.10327 -0.92826 0.36541
S 2.93575 5.44658 -1.46495
S 1.39216 3.28880 -2.66737
F 2.67145 -0.04151 1.78507
F -4.84383 -3.54463 -0.67874
O 5.17449 2.13673 1.27044
O 4.60791 -10.81158 -4.57557
O -4.39893 4.30897 5.20902
O -2.99003 2.90568 6.24435
O 0.65838 -0.40157 2.62101
O -0.58701 6.41124 -2.67099
O 1.70486 -7.67229 -1.45382
O 1.26282 10.43585 -5.57591
O -0.32127 1.41658 4.47069
N -1.30426 0.18837 0.53120
N 3.27368 2.89882 -0.63538
C -3.61787 0.44147 1.40648
C 2.37073 -8.39248 -2.16875
C -4.08890 -3.94911 0.41879
C -4.86682 -3.72346 1.73799
C -1.45376 -6.15012 1.72183
C 0.13179 2.14771 3.63634
C 2.63277 3.85600 -1.48253
C -0.25532 -2.01625 0.48275
C 5.70164 2.33544 -0.02474
C -3.37164 3.66841 5.17083
C -2.86148 2.50437 2.99545
C -0.56719 9.48216 -4.44568
C 1.42554 -0.57255 1.71397
C 4.45739 3.33769 1.56357
C -1.42474 -1.24817 0.48587
C -0.15978 7.33061 -3.33698
C 4.57419 -9.25443 -2.81236
C 3.84473 -8.46672 -2.02704
C 1.11737 -1.38909 0.47917
C 1.36477 -4.60525 -0.97074
C -2.51995 3.69205 3.89773
C 3.94377 -10.09313 -3.86211
C -4.17943 2.10446 2.96868
C -0.49702 2.36804 2.25606
C -2.61527 -1.92484 0.43784
C -1.39407 0.76547 -0.85799
C -2.29321 0.81102 1.37606
C 1.71251 8.37564 -4.53066
C 1.73982 -9.22965 -3.21707
C 0.84195 9.51399 -4.91050
C -0.33407 -3.39716 0.47709
C -0.03312 1.36218 -1.31231
C -1.56447 -4.05340 0.45408
C -6.00958 0.57988 2.10789
C 1.25039 7.36185 -3.80192
C -4.57984 1.05686 2.18376
C 2.46841 -10.01774 -4.00289
C -1.66213 -5.55165 0.48901
C 3.14089 3.26334 0.79107
C 4.66964 2.76380 -1.10717
C -1.92650 1.86612 2.20863
C -0.08327 2.86701 -1.64923
C -2.72369 -3.30304 0.42861
C -1.03112 8.47045 -3.71748
C 0.90671 -4.27797 0.49040
H 0.25865 0.85133 -2.23697
H 5.06778 3.65209 -1.61275
H 1.67271 -5.65572 -1.02988
H 0.66289 -9.16121 -3.30353
H 2.25212 -4.00848 -1.21023
H 1.87178 6.52317 -3.51604
H -6.72577 1.35425 2.40053
H 1.92545 -2.11165 0.36258
H -0.93006 3.13193 -2.29004
H 5.65104 -9.32220 -2.72527
H -2.18354 1.52098 -0.92173
H 0.11929 1.94281 1.46293
H -2.80404 4.60640 3.37017
H 0.54979 -4.44970 -1.68024
H 2.55941 2.46269 1.26390
H -6.15140 -0.27289 2.78309
H 1.18356 -0.74705 -0.40631
H 4.28629 -7.84852 -1.25568
H -0.55445 3.45472 2.09645
H -4.52909 -2.82059 2.24830
H -1.92722 -6.13442 -0.39628
H -2.05579 8.42942 -3.36992
H -4.83915 -4.60704 2.37734
H -6.29790 0.27395 1.09936
H -0.53931 -6.69482 1.98089
H -3.98551 -5.03739 0.33344
H -1.66269 -0.02329 -1.56899
H 6.29615 1.48205 -0.35896
H -1.18744 10.32203 -4.73208
H 2.58224 4.18679 0.98208
H 1.74675 -3.80930 1.00570
H -2.19543 -6.07896 2.52413
H 2.02623 -10.63557 -4.77393
H 5.04749 4.23107 1.32208
H 0.78090 1.22127 -0.59809
H 4.66375 1.97745 -1.87595
H -0.15085 3.49932 -0.75878
H -3.16226 1.97031 6.07692
H 2.73692 8.41796 -4.87870
H -5.91350 -3.53165 1.47073
H 6.42871 3.16460 0.05771
H 4.20313 3.28159 2.62479
H -1.47563 3.72829 4.21237
H -4.93319 2.61441 3.56031
H 0.71144 -5.22029 0.99164
```

Löwdin population analysis, charges in e, atoms 1 to 8: number 1, Cl, carries 0.688; number 2, S, carries 1.109; number 3, S, carries 0.784; number 4, S, carries 0.860; number 5, F, carries 0.105; number 6, F, carries -0.034; number 7, O, carries -0.122; number 8, O, carries 0.113

=====

This record from the OMol25 dataset describes a structure of composition C45H46BaN6O2PSTe in a non-equilibrium geometry. The level of theory is ωB97M-V with the def2-TZVPD basis set.

Values from the calculation:
HOMO level = -9.4 eV
Charge = +1
Relative energy (zero: lowest compared OMol25 entry of this formula, charge and spin) = 0.000 eV
Kohn-Sham gap = 0.23442 hartree

Geometry as XYZ:
```
103
C45H46BaN6O2PSTe (ωB97M-V with the def2-TZVPD basis set)
Ba -0.41959 -1.16855 -0.95023
Te -2.38531 0.69478 2.25805
S -4.59353 2.21334 4.29411
P -0.86734 2.19157 -1.45411
O -1.21379 -1.56842 1.22225
O 1.93119 -1.01582 -0.39623
N -1.37109 -3.73686 -0.60991
N 0.01928 2.48772 -2.89234
N -0.45581 0.38468 -3.77485
N -0.39420 -0.01304 4.52099
N 1.05208 -2.64620 -2.70772
N 3.16970 -0.52129 1.79443
C -3.01729 2.16773 3.61252
C 0.10564 1.58615 -3.93036
C 4.21554 -0.53550 -0.37612
C -1.26748 -5.38590 5.34357
C -0.92745 5.37567 1.09095
C -1.31461 4.31944 0.27839
C -5.26425 2.99450 -2.54478
C -0.40357 -0.45618 -4.81747
C -0.37558 3.66277 -0.51441
C -2.95876 4.02572 5.01482
C 1.83077 -0.88849 3.84161
C 4.20401 -0.34143 1.02753
C 0.79576 0.23072 3.72031
C 0.76308 1.96245 -5.11548
C 0.39730 5.78330 1.12205
C 3.18792 -0.51720 3.25952
C 5.42335 -0.37725 -1.08719
C -3.57219 1.64217 -1.51189
C -1.23148 -4.76616 2.90527
C 5.52421 -0.71240 -2.41223
C -1.38056 -3.00402 4.50096
C -1.28193 -2.45295 2.16031
C -4.90659 1.86350 -1.82887
C 3.17862 -1.48461 -2.38816
C -4.29299 3.90912 -2.93535
C -1.33531 -4.38227 0.49498
C 6.79400 -0.53279 -3.19735
C -2.96571 3.69162 -2.61014
C -1.55347 -0.58901 3.88483
C -1.24026 -3.84535 1.84879
C 4.40066 -1.29861 -3.01475
C 2.20608 -2.30992 -3.11414
C 3.02979 -1.00388 -1.03557
C -1.40306 -2.04288 3.50381
C -4.21491 3.56002 5.27019
C -1.66533 -4.43217 -1.85240
C -2.27315 3.22700 4.06615
C 1.34093 5.12692 0.34154
C -2.59269 2.55264 -1.89780
C -1.22833 -3.67366 -3.11609
C 0.27772 -3.65001 -3.43024
C 0.81311 1.07288 -6.16059
C 0.96061 4.06622 -0.46534
C 0.20575 -0.17491 -6.01793
C -1.27796 -4.37019 4.23065
H 0.69379 6.61390 1.74920
H 1.30671 1.34547 -7.08410
H -2.18777 -5.97339 5.35642
H -1.20118 -5.82682 2.67241
H 2.31941 -0.77857 1.28138
H -1.70549 -4.16642 -3.96606
H 0.68527 -4.62581 -3.14497
H 4.50661 -1.65681 -4.03466
H -2.35452 4.01531 0.25690
H 6.65001 0.16229 -4.02635
H 7.13698 -1.47886 -3.61916
H -1.66419 -2.66347 -3.11945
H 6.29148 0.00533 -0.56003
H 7.59156 -0.13882 -2.56921
H -0.43592 -6.08466 5.24078
H -2.36362 -0.51758 4.60971
H 3.49228 0.47733 3.59467
H 2.60315 -2.73248 -4.04737
H -1.66933 5.88020 1.69703
H -1.44544 -2.68057 5.53558
H 3.94280 -1.23376 3.58515
H 1.97589 -1.09987 4.90196
H 5.13774 -0.07468 1.51661
H -4.57657 4.79542 -3.48810
H -0.90048 -1.40861 -4.67791
H -2.21310 4.41581 -2.90245
H 1.25575 1.14889 4.09643
H -6.30155 3.17135 -2.79746
H -4.93465 3.97489 5.95797
H -3.30703 0.76407 -0.93170
H 1.46310 -1.81493 3.39031
H 2.37569 5.44446 0.35937
H -5.66088 1.15486 -1.51279
H 0.53783 0.42282 2.66741
H 1.21055 2.94489 -5.19302
H -1.26101 3.41204 3.72815
H -1.22488 -5.43843 -1.86167
H 0.19362 -0.89683 -6.82167
H -2.53514 4.88943 5.50726
H -0.67740 0.83993 4.98538
H -2.75137 -4.55584 -1.89975
H -1.17400 -4.90163 6.31504
H 0.44767 -3.53545 -4.50709
H 0.29907 3.43411 -3.10865
H -1.46075 -5.47457 0.47962
H 1.70779 3.55137 -1.05968
```

Löwdin population analysis, charges in e, atoms 1 to 8: number 1, Ba, carries 1.838; number 2, Te, carries 1.320; number 3, S, carries 0.945; number 4, P, carries 0.955; number 5, O, carries -0.585; number 6, O, carries -0.335; number 7, N, carries -0.104; number 8, N, carries -0.133

=====

This record from the OMol25 dataset describes a structure of composition C45H46BrClN2O2PRuTe. The level of theory is ωB97M-V with the def2-TZVPD basis set.

Values from the calculation:
HOMO level (spin up / spin down) = -12.7 / -12.7 eV
Charge = +2
Multiplicity = 2
Relative energy (zero: lowest compared OMol25 entry of this formula, charge and spin) = 0.372 eV
Kohn-Sham gap (spin up / spin down) = 0.26227 / 0.27550 hartree

Geometry as XYZ:
```
100
C45H46BrClN2O2PRuTe (ωB97M-V with the def2-TZVPD basis set)
Te -0.42568 1.66199 -1.66611
Ru 0.27686 0.11411 0.37447
Br 1.49744 -2.52813 -0.13125
Cl -0.09754 -1.11050 2.61823
P -1.60320 -1.30431 -0.15082
O -1.28467 1.70899 1.27898
O 1.35709 1.21020 1.81629
N -2.22872 2.66387 3.11323
N 3.16811 -0.11191 2.15669
C 2.04398 0.55249 -0.67410
C 2.91474 -0.36841 -1.33927
C 0.89470 1.53157 -3.35023
C 2.93102 1.94919 3.43034
C -4.82113 1.15926 0.36673
C -1.67336 2.74719 -6.54644
C 2.45750 0.97156 2.39827
C 2.78188 -1.77784 -1.31433
C -1.17351 -4.95816 2.65871
C 2.96794 1.34277 4.84364
C 4.36042 1.50308 -2.00286
C -2.19014 2.11813 -5.42373
C -2.05966 2.51667 1.80396
C -1.40636 -2.77794 0.91604
C 0.54460 2.60963 -5.62118
C -1.33461 1.72160 -4.40358
C -4.64460 -0.17331 2.35775
C -3.77919 -2.72241 -3.30111
C 4.64164 -2.11213 -2.77436
C 3.58706 2.35370 -1.27808
C -5.27967 0.82328 1.63590
C -1.45312 -3.01118 -3.83748
C -3.72548 0.50486 -0.16716
C 4.87417 -0.76891 -2.77648
C 4.04786 0.12349 -2.05002
C -0.63646 -3.72926 3.02583
C -1.81957 -5.09985 1.44005
C 4.20192 0.49085 5.12908
C -0.76307 -2.67337 2.14922
C -0.30898 2.99086 -6.64495
C 0.03295 1.96905 -4.49925
C 4.34848 -0.75437 4.26058
C -1.93812 -4.01744 0.57650
C 4.45555 -0.45840 2.76950
C -3.43248 -2.15981 -2.07859
C -3.55587 -0.84563 1.81391
C 3.59026 -2.63679 -1.99621
C -1.10043 -2.44444 -2.62540
C 2.42126 1.87736 -0.63453
C -3.08368 -0.50739 0.54850
C -2.79441 -3.14532 -4.17927
C -2.09050 -2.00729 -1.74084
C -3.28274 3.51707 3.64024
C -1.81636 0.98614 -3.18188
C -1.49671 1.81668 4.04060
H -1.07888 -5.80122 3.32921
H -2.67795 3.18979 1.19809
H -0.54344 1.55092 3.59204
H -6.14333 1.32776 2.04959
H 1.23367 0.49777 -3.42913
H -4.82362 -2.83158 -3.56103
H 5.25384 -1.28578 4.55956
H -0.05539 -2.31615 -2.37808
H 1.80523 2.59518 -0.10674
H -2.93824 3.99985 4.55219
H 5.71004 -0.35868 -3.32893
H 3.92580 2.31119 3.15368
H -0.68217 -3.33936 -4.52186
H 5.17081 0.34599 2.58194
H -2.05745 0.90451 4.26135
H 5.09242 1.11528 5.00425
H 1.75233 2.17567 -3.18403
H 2.79940 -0.73651 1.45377
H -3.37625 0.77723 -1.15151
H -1.71344 -0.08935 -3.29594
H 2.05540 0.76082 5.01328
H -2.33735 3.05837 -7.34138
H -5.32555 1.92600 -0.20712
H -4.18240 2.93968 3.86433
H -3.52792 4.28921 2.91375
H -3.25465 1.93472 -5.34347
H -4.21235 -1.84298 -1.39925
H 5.27839 -2.78585 -3.33073
H 2.94338 2.16704 5.55662
H -3.06904 -3.58337 -5.12945
H -1.33354 2.36349 4.96684
H 3.83408 3.40589 -1.21448
H 0.08910 3.49203 -7.51679
H 1.60603 2.81327 -5.69271
H 3.44348 -3.70560 -1.92303
H -5.00975 -0.45070 3.33803
H 3.51220 -1.44070 4.42350
H -0.12810 -3.59932 3.97150
H 5.23335 1.85771 -2.53635
H -2.23470 -6.05655 1.15430
H -2.84415 1.22429 -2.92527
H 4.18521 0.19067 6.17772
H 4.81106 -1.33618 2.23289
H -2.44324 -4.14296 -0.37211
H -3.09004 -1.63967 2.37990
H 2.25032 2.79706 3.38731
```

Löwdin population analysis, charges in e, atoms 1 to 8: number 1, Te, carries 1.619; number 2, Ru, carries 0.630; number 3, Br, carries 0.968; number 4, Cl, carries 0.801; number 5, P, carries 0.957; number 6, O, carries -0.197; number 7, O, carries -0.208; number 8, N, carries -0.155

=====

This record from the OMol25 dataset describes a structure of composition C45H46BrClN2O2PRuTe. The level of theory is ωB97M-V with the def2-TZVPD basis set.

Values from the calculation:
HOMO level (spin up / spin down) = -12.4 / -12.4 eV
Charge = +2
Multiplicity = 2
Relative energy (zero: lowest compared OMol25 entry of this formula, charge and spin) = 2.257 eV
Kohn-Sham gap (spin up / spin down) = 0.21241 / 0.23674 hartree

Geometry as XYZ:
```
100
C45H46BrClN2O2PRuTe (ωB97M-V with the def2-TZVPD basis set)
Te 2.16952 2.51109 -0.93472
Ru 0.68732 0.34811 0.75707
Br 2.06123 -0.39844 3.19436
Cl 0.38471 2.37494 2.36348
P -1.45789 -0.23229 1.74409
O -0.63697 1.68908 -0.90728
O 0.29990 -1.92507 0.53267
N -2.50134 2.99826 -1.13050
N 0.07968 -4.13846 0.57020
C -2.79463 -0.03113 0.54898
C 2.29459 -4.68740 -1.11820
C 1.74137 1.81366 -2.89527
C -2.78166 -2.68363 2.05574
C -3.01004 -3.90337 2.68692
C 3.74761 -0.19288 2.37951
C -2.38430 3.64582 0.16673
C -1.80615 0.90441 3.11869
C 1.52772 -5.85492 -0.49658
C -1.75255 -1.85829 2.49455
C 1.13354 4.25044 -1.59435
C 2.56550 -0.37296 0.19023
C 1.48537 -3.92757 -2.17120
C -2.87699 0.66366 3.98567
C 0.25190 -3.00166 -0.09787
C 3.74681 -0.26790 0.97872
C -1.16737 -3.48497 4.17652
C -4.80572 0.10128 -1.36602
C -0.94362 -2.26743 3.55664
C -3.96939 0.66270 0.82125
C 0.11652 -5.46055 -0.05303
C -1.02070 2.01964 3.36592
C 1.86337 3.05014 -5.10088
C -2.62434 -0.64955 -0.69331
C -1.27428 2.89616 4.40503
C 1.73989 4.21829 -5.83805
C 1.24773 5.44213 -3.82764
C -1.63269 2.07955 -1.53070
C 1.42984 5.41299 -5.20166
C -3.54387 3.47898 -2.03222
C -3.62903 -0.58693 -1.64543
C 5.08312 -0.41622 -1.06119
C 4.86388 -0.05666 3.13758
C 1.36024 4.27158 -3.08590
C 3.94941 -0.59793 -1.79046
C -2.35418 2.64634 5.23644
C 6.18835 -0.10943 1.12900
C 2.68226 -0.57376 -1.15742
C -4.97219 0.72552 -0.13879
C 5.01613 -0.25997 0.34292
C 1.66112 3.07068 -3.72618
C 6.11737 0.00441 2.48383
C -2.20865 -4.30344 3.74327
C 0.31548 -3.07761 -1.60260
C -3.15475 1.53008 5.02925
H 0.07689 4.14219 -1.34679
H -1.84718 1.69097 -2.53485
H -0.53778 -3.79333 5.00142
H -3.28549 4.45786 -2.43692
H 7.01641 0.12009 3.07371
H 1.09288 -4.63687 -2.90192
H 4.80206 -0.00552 4.21584
H -2.39939 -5.24529 4.24164
H 1.79686 -0.73651 -1.75742
H 0.78450 1.29075 -2.85477
H -0.14558 -1.63046 3.90942
H -2.56319 3.32400 6.05300
H -5.59472 0.14516 -2.10588
H 1.43923 -6.66958 -1.21861
H -3.98880 1.32894 5.68811
H 2.16025 -3.26369 -2.71185
H 2.51092 1.12662 -3.23045
H -0.27397 -6.17423 0.66867
H 3.20493 -5.07063 -1.57937
H -3.37923 3.80333 0.57995
H -4.11845 1.13875 1.78115
H 0.04433 -4.06291 1.57832
H -5.89287 1.25095 0.08138
H -4.48279 3.56224 -1.48715
H 1.51779 5.13059 -1.08377
H 4.01009 -0.75596 -2.86047
H -3.67641 2.77765 -2.85265
H -0.62907 3.74911 4.56756
H -3.41564 -2.38163 1.23266
H 7.14839 -0.09393 0.62831
H 1.34344 6.32690 -5.77438
H -1.88189 4.61224 0.07903
H -3.48959 -0.21822 3.84008
H -0.64615 -3.47594 -1.93958
H -0.56533 -5.46374 -0.90465
H 2.61575 -3.99221 -0.33547
H -3.50177 -1.08053 -2.60089
H -1.80736 3.01153 0.83317
H 6.05284 -0.41856 -1.54351
H -1.70441 -1.18168 -0.90210
H 2.12887 2.12322 -5.59573
H -3.82344 -4.53439 2.35288
H 2.09147 -6.24190 0.35439
H 1.03169 6.38034 -3.33014
H 0.37530 -2.05416 -1.96103
H 1.89742 4.19895 -6.90811
```

Löwdin population analysis, charges in e, atoms 1 to 8: number 1, Te, carries 1.536; number 2, Ru, carries 0.718; number 3, Br, carries 0.921; number 4, Cl, carries 0.682; number 5, P, carries 1.049; number 6, O, carries -0.227; number 7, O, carries -0.153; number 8, N, carries -0.150

=====

no.,M (g/mol),calculated total energy (eV)
1,927.51,-119258.7352
2,1030.87,-88556.6777
3,1021.88,-156204.1748
4,1021.88,-156202.2907